Here is one molecule with the formula C21H29N3O2S from the OMol25 dataset. Energies are from ωB97M-V with the def2-TZVPD basis set.

```
56
Properties=species:S:1:pos:R:3:mulliken_charge:R:1
H -1.72 -1.99 -0.30 0.4777
C -0.48 2.62 1.38 0.1142
H 0.73 0.81 -5.05 0.4725
H -0.18 -1.15 -3.39 0.5234
C 2.23 1.79 -0.44 -0.0209
C -4.35 -0.35 1.02 -0.6033
H 1.69 3.59 0.61 0.8193
C -2.28 -1.21 0.18 -0.5072
H 1.29 3.61 -1.12 0.3853
H 3.00 1.58 1.55 0.4224
H -5.38 -2.40 -0.33 0.3881
C -4.35 -3.64 1.09 -1.0894
H -4.86 -3.24 1.96 0.3270
H 1.82 1.15 -1.23 -0.1176
H 5.33 -2.33 2.14 0.3596
C 1.31 2.99 -0.22 -1.6702
C -1.63 -0.07 0.60 0.6862
H -4.26 1.58 1.94 0.4623
S 0.39 3.31 2.61 -0.3730
H -5.41 -0.45 1.19 0.3993
H 1.65 -1.65 0.80 0.2069
N 3.21 -0.23 0.55 0.0937
H 1.47 0.73 1.29 0.1678
H 4.58 0.08 2.08 0.3856
H 3.20 2.15 -0.79 0.3707
H -3.33 -3.89 1.38 0.3261
C -4.35 -2.62 -0.05 -1.0797
C -0.51 1.76 -2.18 0.3048
C 4.80 -1.90 1.28 -0.6881
O 4.02 -2.95 0.75 -0.3926
C 2.44 0.97 0.83 -0.8120
H -1.95 2.23 -0.70 0.4161
N -1.72 2.13 1.69 -0.0681
H 3.26 -1.03 2.52 0.3289
C 0.29 0.91 -4.08 -0.5259
N -0.05 2.59 0.09 0.3119
C -3.65 -1.36 0.37 0.4606
C -0.98 2.59 -1.03 -1.0375
C 2.38 -1.31 0.04 0.1928
H 0.28 3.11 -3.70 0.5249
C -2.34 0.96 1.22 -0.4007
O -0.65 0.41 -2.12 0.0521
C -3.70 0.80 1.44 -0.6748
H 5.53 -1.56 0.53 0.3521
C 3.27 -2.48 -0.35 -0.8107
H 3.95 -2.16 -1.16 0.3783
H -2.04 2.44 2.60 0.3554
C 3.94 -0.72 1.71 -0.4738
H -3.85 -3.05 -0.92 0.3393
H 1.83 -0.96 -0.84 -0.1116
H 2.68 -3.33 -0.69 0.3759
H -0.56 0.03 0.46 0.1178
H -1.08 3.62 -1.39 0.4522
C 0.06 2.11 -3.37 -0.6200
C -0.16 -0.09 -3.27 -0.6346
H -4.85 -4.56 0.79 0.3601
```

Electronic energy (eV): -41647.5691
SMILES: CCc1ccc(NC(=S)N(CCCN2CCOCC2)Cc2ccco2)cc1
Energy above the lowest of the compared OMol25 structures with the same formula, charge and spin (kcal per mole): 81.2
Net charge: 0
LUMO (eV): 0.67
Spin multiplicity: 1
Highest occupied orbital energy (eV): -7.950
Gap between HOMO and LUMO (eV): 8.6